{
  "formula": "C30H21F6N6O8S3Ta",
  "method": "wB97M-V/def2-TZVPD",
  "species": ["Ta", "C", "C", "C", "C", "C", "C", "C", "S", "O", "O", "N", "C", "C", "C", "C", "C", "C", "C", "C", "N", "C", "H", "H", "H", "H", "H", "H", "H", "H", "H", "H", "H", "H", "H", "C", "C", "N", "C", "C", "C", "C", "C", "C", "C", "C", "C", "N", "C", "H", "H", "H", "H", "H", "H", "H", "H", "F", "C", "F", "F", "S", "O", "O", "N", "S", "O", "O", "C", "F", "F", "F", "O", "N", "O"],
  "xyz": [[0.674566, -0.799087, -0.444500], [-5.976705, 2.870609, 1.697107], [-4.732038, 2.033337, 1.714827], [-4.791860, 0.698590, 2.128333], [-3.659975, -0.088994, 2.176671], [-2.442584, 0.467803, 1.784424], [-2.349652, 1.789367, 1.372771], [-3.498744, 2.564087, 1.344320], [-1.036526, -0.556019, 1.838913], [-0.915197, -1.189498, 3.102161], [-1.085356, -1.472043, 0.642054], [0.239479, 0.272810, 1.322665], [1.223928, 0.811350, 2.185180], [1.021263, 1.589657, 3.286158], [2.133096, 1.990283, 4.064573], [3.399836, 1.595457, 3.742037], [3.623132, 0.772340, 2.609760], [4.882012, 0.250026, 2.240472], [4.976275, -0.591102, 1.163975], [3.826394, -0.890913, 0.421652], [2.635508, -0.393679, 0.713755], [2.523107, 0.404267, 1.821499], [-6.403223, 2.939757, 2.698515], [-6.735720, 2.420213, 1.056199], [-5.777358, 3.879593, 1.342362], [-5.742295, 0.278947, 2.433369], [-3.713533, -1.113576, 2.522167], [-1.391955, 2.213158, 1.095761], [-3.433839, 3.602996, 1.045333], [0.021479, 1.883115, 3.581414], [1.963984, 2.605919, 4.936884], [4.243420, 1.889798, 4.352134], [5.759320, 0.501796, 2.823567], [5.918050, -1.031134, 0.870170], [3.884605, -1.535817, -0.445428], [-3.359939, 0.431402, -2.042337], [-2.254028, -0.292231, -1.590496], [-1.068047, 0.276089, -1.408935], [-0.924397, 1.587753, -1.718114], [-1.973015, 2.388030, -2.165704], [-3.230341, 1.771192, -2.310816], [-1.707830, 3.762228, -2.483170], [-0.451982, 4.257602, -2.416768], [0.649387, 3.421646, -2.030032], [1.993675, 3.836614, -2.068257], [2.980451, 2.930593, -1.776230], [2.632136, 1.634351, -1.389826], [1.372779, 1.227243, -1.281618], [0.399582, 2.106265, -1.644062], [-4.301418, -0.081712, -2.174698], [-2.331439, -1.345867, -1.369324], [-4.076875, 2.351404, -2.656742], [-2.531596, 4.385328, -2.806268], [-0.246792, 5.285515, -2.685140], [2.236568, 4.850584, -2.360639], [4.026546, 3.192831, -1.839040], [3.404020, 0.913536, -1.176101], [0.384972, -6.278570, 0.177259], [0.152653, -5.045066, 0.551132], [-0.910130, -4.556197, -0.057168], [0.019098, -4.960083, 1.858230], [1.632816, -3.986152, 0.115694], [1.280544, -2.656364, 0.624307], [2.805305, -4.599903, 0.597472], [1.620347, -3.805252, -1.532578], [2.212945, -4.976476, -2.648394], [3.051221, -4.292161, -3.555764], [2.579655, -6.083190, -1.846752], [0.630316, -5.405620, -3.531283], [-0.266625, -5.779042, -2.627949], [0.180916, -4.362079, -4.202082], [0.907369, -6.399645, -4.345332], [-0.034306, -2.238775, -1.616950], [1.213445, -2.583882, -2.152527], [2.039118, -1.545346, -1.654255]],
  "forces_ev_per_angstrom": [[0.032, -0.002, 0.130], [0.008, 0.000, -0.002], [-0.004, 0.009, 0.004], [-0.015, -0.021, 0.012], [0.030, 0.012, -0.009], [-0.051, 0.021, 0.006], [0.050, 0.000, -0.012], [-0.018, -0.009, 0.001], [-0.014, 0.021, 0.122], [0.001, 0.022, -0.025], [0.045, -0.047, -0.082], [0.001, 0.087, 0.048], [0.000, -0.056, -0.098], [0.019, 0.015, 0.037], [-0.002, -0.008, -0.016], [-0.014, 0.002, -0.002], [0.077, -0.023, -0.009], [-0.010, 0.034, 0.036], [-0.057, -0.023, -0.045], [0.094, -0.009, 0.016], [-0.148, 0.015, 0.046], [-0.034, 0.031, 0.022], [0.003, 0.001, 0.002], [-0.001, 0.001, 0.000], [-0.003, 0.001, -0.002], [0.000, 0.000, -0.001], [-0.002, 0.001, 0.001], [-0.009, 0.002, 0.007], [0.004, 0.002, -0.002], [0.001, -0.006, -0.009], [0.002, 0.000, 0.001], [-0.002, 0.000, 0.004], [-0.006, 0.005, 0.005], [0.000, 0.000, -0.003], [-0.003, 0.005, 0.004], [0.004, 0.024, -0.001], [-0.022, 0.054, -0.020], [0.068, 0.015, 0.001], [0.042, -0.033, 0.005], [0.017, -0.032, 0.015], [0.011, -0.019, 0.001], [0.018, 0.027, -0.012], [-0.048, -0.022, -0.007], [0.040, 0.015, 0.009], [-0.012, 0.004, -0.008], [-0.017, -0.033, 0.007], [0.010, 0.049, -0.025], [0.030, -0.095, -0.031], [-0.108, -0.069, -0.004], [-0.001, 0.004, 0.000], [0.005, -0.018, 0.006], [-0.001, -0.002, 0.003], [0.009, 0.011, 0.000], [-0.014, 0.003, -0.001], [0.008, -0.002, 0.005], [-0.003, 0.008, -0.006], [0.011, -0.005, 0.016], [-0.003, 0.004, -0.003], [0.024, -0.010, -0.028], [0.009, 0.001, 0.012], [0.003, 0.009, 0.018], [-0.038, 0.046, -0.003], [-0.059, -0.071, -0.010], [0.034, 0.005, 0.027], [-0.065, 0.032, -0.082], [0.047, 0.025, -0.060], [-0.016, -0.034, 0.035], [-0.002, 0.020, -0.019], [0.012, -0.007, 0.049], [0.007, 0.001, -0.023], [0.010, -0.014, -0.001], [-0.013, 0.004, -0.005], [-0.013, 0.061, 0.014], [0.028, -0.067, 0.019], [0.011, 0.030, -0.081]],
  "lowdin_charge": [1.938, -0.025, -0.239, -0.003, -0.026, -0.298, -0.065, -0.018, 0.687, -0.186, -0.417, -0.248, -0.241, 0.024, -0.023, 0.006, -0.125, 0.052, 0.005, -0.099, -0.024, -0.152, 0.099, 0.095, 0.083, 0.133, 0.132, 0.109, 0.123, 0.128, 0.124, 0.131, 0.139, 0.128, 0.121, 0.017, -0.066, -0.001, -0.154, -0.125, 0.049, 0.018, 0.018, -0.115, 0.054, 0.012, -0.063, 0.015, -0.137, 0.130, 0.123, 0.140, 0.133, 0.133, 0.141, 0.129, 0.111, 0.204, -0.679, 0.180, 0.200, 0.805, -0.368, -0.160, -0.267, 0.757, -0.185, -0.204, -0.679, 0.163, 0.181, 0.199, -0.282, -0.207, -0.289],
  "total_energy_ha": -3936.60227,
  "homo_energy_ev": -14.297,
  "relative_energy_kj_mol": 75.5,
  "homo_lumo_gap_ev": 7.4,
  "largest_force_ev_per_a": 0.16,
  "charge": 2,
  "lumo_ev": -6.93
}


{
  "formula": "C30H22FeI2N5O2",
  "method": "wB97M-V/def2-TZVPD",
  "species": ["Fe", "O", "C", "C", "C", "C", "C", "C", "C", "N", "C", "C", "N", "H", "H", "H", "H", "H", "H", "H", "I", "C", "C", "C", "I", "C", "C", "C", "C", "N", "C", "C", "O", "H", "H", "H", "H", "C", "N", "C", "C", "C", "C", "C", "N", "C", "C", "C", "C", "C", "C", "H", "H", "H", "H", "H", "H", "H", "H", "H", "H", "H"],
  "xyz": [[0.255053, 0.605431, -0.254208], [1.976804, 0.878512, 0.577122], [2.601168, -0.203922, 1.046054], [3.952931, -0.447830, 0.783039], [4.561179, -1.613123, 1.207704], [3.844051, -2.579121, 1.917017], [2.519093, -2.330027, 2.209312], [1.912438, -1.143388, 1.798958], [0.529366, -0.860916, 2.093814], [-0.307236, -0.257696, 1.259609], [-1.526336, -0.170918, 1.888029], [-1.424675, -0.732710, 3.116856], [-0.108805, -1.157604, 3.232371], [4.493606, 0.292814, 0.207793], [5.602987, -1.784721, 0.970104], [4.310775, -3.505083, 2.220523], [1.928805, -3.071786, 2.735194], [-2.378626, 0.274922, 1.406387], [-2.143932, -0.868026, 3.902738], [0.318781, -1.600580, 4.027549], [-4.677206, 1.323550, -1.914327], [-3.399756, 2.668653, -0.981887], [-3.744581, 4.035426, -0.858886], [-2.914509, 4.931348, -0.270438], [-3.531802, 6.924705, -0.124478], [-1.675166, 4.518011, 0.215523], [-0.703034, 5.348868, 0.824770], [0.492663, 4.818907, 1.226509], [0.756670, 3.450926, 1.032395], [-0.123495, 2.642626, 0.490790], [-1.336471, 3.149210, 0.078597], [-2.218101, 2.188180, -0.509923], [-1.838991, 0.902675, -0.575117], [-4.696039, 4.374916, -1.248212], [-0.909424, 6.401668, 0.962830], [1.246031, 5.443455, 1.685635], [1.698580, 2.997514, 1.303151], [1.222223, -2.499979, -1.012500], [0.788764, -1.161432, -1.389420], [0.684389, -0.889157, -2.655027], [0.387016, 0.398916, -3.080435], [0.068032, 0.894027, -4.335864], [-0.182704, 2.257968, -4.155352], [0.005290, 2.519547, -2.803403], [0.359658, 1.406247, -2.139641], [0.132166, -3.394117, -0.451884], [0.421321, -4.746105, -0.275622], [-0.514165, -5.607689, 0.270986], [-1.765304, -5.130895, 0.642310], [-2.068765, -3.793240, 0.448827], [-1.127978, -2.929460, -0.097590], [2.010180, -2.392206, -0.266846], [1.672647, -3.011478, -1.867376], [0.847659, -1.663271, -3.402772], [0.017136, 0.329263, -5.252488], [-0.444746, 2.978604, -4.910125], [-0.050048, 3.475288, -2.307577], [1.396999, -5.123894, -0.563986], [-0.269661, -6.653773, 0.403343], [-2.500848, -5.802847, 1.064543], [-3.046386, -3.413014, 0.716618], [-1.385696, -1.892139, -0.261588]],
  "forces_ev_per_angstrom": [[0.386, 2.292, -3.279], [0.940, -0.599, 0.180], [0.018, 0.980, -0.679], [0.268, 0.072, -0.145], [-0.068, 0.064, -0.019], [-0.054, 0.070, -0.024], [0.083, -0.061, 0.272], [-0.124, -0.507, 0.577], [-0.197, -0.148, 0.025], [-1.197, -1.681, 3.367], [-0.382, -0.219, 0.638], [0.171, -0.048, -0.017], [-0.348, -0.098, 0.030], [0.025, -0.025, 0.003], [0.017, 0.002, -0.008], [0.012, -0.012, 0.008], [-0.009, -0.029, 0.008], [0.105, -0.058, -0.003], [-0.003, 0.006, 0.028], [-0.021, 0.002, -0.006], [-0.087, 0.063, -0.013], [-0.923, 0.550, -0.302], [-0.534, -0.547, -0.373], [-0.461, 0.542, -0.095], [0.002, -0.005, -0.004], [1.058, -0.439, 0.393], [0.137, -0.241, 0.009], [-0.047, 0.098, 0.024], [-0.219, -0.031, -0.090], [-0.591, 0.669, -0.300], [0.648, -0.151, 0.406], [1.389, -2.264, 0.090], [-0.141, 1.899, 0.073], [0.001, -0.114, -0.010], [-0.021, 0.000, -0.016], [0.011, -0.006, 0.000], [0.097, 0.009, 0.048], [-0.204, 0.066, -0.017], [-0.089, -0.041, -0.228], [0.184, -0.794, 0.459], [-0.047, 0.751, -0.062], [-0.109, 0.319, -0.270], [0.013, -0.159, -0.323], [0.275, -0.092, 0.257], [0.053, 0.034, -0.364], [0.056, 0.023, 0.018], [0.080, 0.042, 0.105], [-0.021, -0.021, 0.015], [0.010, -0.016, -0.008], [-0.030, -0.005, 0.018], [0.043, 0.049, -0.115], [0.028, -0.144, -0.066], [0.006, 0.055, -0.122], [0.000, -0.121, -0.015], [0.000, -0.015, -0.037], [-0.037, 0.044, -0.052], [-0.073, 0.053, 0.081], [-0.006, 0.006, 0.001], [-0.005, -0.013, -0.005], [-0.008, -0.006, 0.007], [-0.012, 0.006, -0.003], [-0.044, -0.056, -0.070]],
  "lowdin_charge": [1.048, -0.182, -0.345, 0.000, -0.073, -0.092, -0.049, -0.137, -0.247, -0.037, -0.084, -0.037, 0.151, 0.120, 0.105, 0.100, 0.117, 0.115, 0.115, 0.165, 0.915, -0.653, -0.215, -0.683, 0.908, -0.221, -0.032, -0.032, -0.091, 0.068, -0.143, -0.440, -0.244, 0.079, 0.062, 0.107, 0.107, -0.151, -0.020, -0.066, -0.337, -0.035, -0.080, -0.147, -0.023, -0.195, -0.052, -0.091, -0.097, -0.075, -0.039, 0.094, 0.123, 0.140, 0.102, 0.089, 0.108, 0.114, 0.100, 0.099, 0.105, 0.090],
  "total_energy_ha": -3439.84542,
  "homo_energy_ev": [-7.478, -7.473],
  "relative_energy_kj_mol": 114.9,
  "homo_lumo_gap_ev": [7.5, 6.7],
  "s_squared": 8.7580,
  "multiplicity": 6,
  "largest_force_ev_per_a": 4.02,
  "charge": 0,
  "lumo_ev": [0.03, -0.75]
}


{
  "formula": "C30H22MnN6O",
  "method": "wB97M-V/def2-TZVPD",
  "species": ["Mn", "C", "C", "N", "C", "C", "C", "C", "C", "C", "C", "N", "C", "C", "C", "C", "C", "C", "C", "C", "N", "C", "H", "H", "H", "H", "H", "H", "H", "H", "H", "H", "H", "H", "O", "C", "N", "C", "C", "C", "C", "C", "C", "N", "C", "C", "C", "C", "C", "N", "H", "H", "H", "H", "H", "H", "H", "H", "H", "H"],
  "xyz": [[0.557160, -0.221711, -0.266337], [0.106542, -4.535971, -0.360882], [0.562521, -3.226905, -0.586595], [-0.017058, -2.173142, -0.058664], [-1.105883, -2.339186, 0.750086], [-1.629352, -3.616439, 1.029806], [-0.984897, -4.727062, 0.438431], [-2.750381, -3.735703, 1.883941], [-3.284375, -2.603301, 2.436842], [-2.766853, -1.323243, 2.172572], [-1.678172, -1.147968, 1.325532], [-1.016208, -0.005837, 0.989977], [-1.465407, 1.277207, 1.068989], [-2.738444, 1.760286, 1.347859], [-3.028976, 3.136157, 1.310241], [-2.082770, 4.075472, 1.009133], [-0.773236, 3.640892, 0.696427], [0.279182, 4.522518, 0.358423], [1.513329, 4.029358, 0.029634], [1.697906, 2.637680, -0.008481], [0.744726, 1.793847, 0.311603], [-0.472073, 2.266450, 0.708113], [0.623486, -5.364850, -0.823724], [1.419811, -3.033151, -1.221170], [-1.367006, -5.721309, 0.636047], [-3.157394, -4.715904, 2.094814], [-4.130010, -2.682891, 3.109094], [-3.198736, -0.479922, 2.687437], [-3.544727, 1.078215, 1.565497], [-4.042447, 3.447581, 1.532678], [-2.311534, 5.133035, 0.996884], [0.090107, 5.589531, 0.358577], [2.334119, 4.682869, -0.230833], [2.636587, 2.205332, -0.336825], [4.223968, -0.177549, -2.087006], [3.212504, -0.359406, -1.402765], [1.943521, -0.118951, -1.691872], [1.572534, 0.567133, -2.899933], [0.107628, 0.940976, -2.803134], [-0.406742, 2.076889, -3.405992], [-1.769846, 2.320443, -3.319067], [-2.577823, 1.429566, -2.625421], [-1.974753, 0.348192, -2.005416], [-0.666420, 0.106583, -2.089316], [3.317765, -0.895463, 0.012378], [4.494036, -1.440339, 0.499765], [4.517619, -1.926261, 1.795057], [3.366253, -1.839361, 2.566875], [2.234491, -1.269352, 2.013193], [2.205773, -0.806056, 0.761248], [1.712081, -0.058661, -3.792651], [2.174480, 1.468657, -3.068649], [0.253996, 2.761709, -3.920358], [-2.197300, 3.204191, -3.775234], [-3.642246, 1.589387, -2.529158], [-2.544483, -0.337773, -1.388711], [5.352694, -1.464740, -0.156671], [5.418474, -2.367351, 2.201624], [3.340940, -2.204380, 3.584088], [1.311316, -1.170016, 2.571999]],
  "forces_ev_per_angstrom": [[0.193, -0.307, 0.213], [-0.079, -0.051, 0.054], [0.005, 0.077, -0.039], [-0.150, 0.068, -0.209], [0.041, -0.086, 0.041], [0.012, 0.002, -0.005], [0.064, 0.013, -0.044], [-0.048, 0.075, 0.046], [0.018, -0.113, -0.030], [0.068, 0.073, -0.031], [-0.122, 0.043, 0.087], [0.187, -0.113, -0.175], [-0.056, 0.088, 0.006], [0.031, -0.158, 0.046], [0.035, 0.090, -0.009], [-0.052, -0.030, 0.027], [0.178, 0.005, 0.096], [0.114, -0.056, -0.044], [-0.116, 0.097, 0.034], [-0.041, -0.046, 0.015], [-0.276, -0.047, -0.466], [-0.129, -0.036, -0.051], [-0.008, -0.012, 0.004], [-0.001, 0.016, 0.000], [0.010, -0.011, -0.008], [-0.009, 0.003, 0.008], [-0.002, -0.019, -0.001], [0.008, 0.013, -0.005], [0.005, -0.016, -0.007], [0.003, 0.020, -0.003], [-0.016, -0.001, 0.006], [0.008, 0.005, 0.000], [-0.008, 0.012, 0.002], [-0.005, -0.011, -0.008], [0.025, 0.008, -0.023], [-0.033, 0.044, -0.043], [-0.225, -0.065, 0.301], [0.059, 0.021, -0.041], [0.192, -0.200, -0.139], [-0.200, -0.021, -0.103], [0.010, -0.063, 0.063], [0.048, 0.004, -0.033], [-0.011, 0.101, -0.075], [0.137, 0.561, 0.434], [-0.002, 0.035, 0.008], [0.001, 0.027, 0.000], [-0.013, 0.000, 0.009], [0.014, 0.010, 0.004], [0.027, 0.065, -0.002], [0.086, -0.089, 0.088], [0.008, 0.020, 0.000], [0.017, -0.018, 0.013], [0.003, -0.021, -0.030], [0.000, 0.001, -0.005], [0.000, 0.002, 0.006], [-0.001, 0.009, 0.011], [0.000, -0.003, -0.002], [0.001, 0.001, 0.003], [0.001, 0.000, 0.002], [-0.004, -0.017, -0.001]],
  "lowdin_charge": [0.566, -0.045, -0.098, 0.040, -0.132, -0.160, -0.011, -0.060, -0.088, -0.025, -0.216, 0.002, -0.213, -0.026, -0.088, -0.061, -0.162, -0.005, -0.041, -0.096, 0.067, -0.130, 0.105, 0.118, 0.116, 0.105, 0.103, 0.089, 0.085, 0.103, 0.105, 0.117, 0.105, 0.119, 0.010, -0.524, -0.051, -0.147, -0.249, -0.016, -0.050, -0.050, -0.108, 0.075, -0.166, 0.005, -0.055, -0.053, -0.096, 0.033, 0.134, 0.123, 0.116, 0.109, 0.106, 0.118, 0.119, 0.107, 0.104, 0.118],
  "total_energy_ha": -2711.29737,
  "homo_energy_ev": [-6.472, -6.344],
  "homo_lumo_gap_ev": [6.5, 6.4],
  "s_squared": 0.7768,
  "multiplicity": 2,
  "largest_force_ev_per_a": 0.72,
  "charge": 0,
  "lumo_ev": [0.07, 0.04]
}